# 1
Computed, not measured: a cluster of 8 separate species, C52H124N8O13 in total in a non-equilibrium geometry, with ωB97M-V/def2-TZVPD.

Max |F| in eV/Å: 4.15
HOMO energy in eV: -7.88
Calculated total energy in Ha: -3471.33071
Kohn-Sham gap in eV: 8.49
Lowest unoccupied orbital energy in eV: 0.6104
SMILES: CC1(C)CCCC(C)(C)N1O.CC1(C)CCCC(C)(C)N1O.COC[C@H](C)N.COCCNCCOC.COCCNCCOC.COCCNCCOC.COCCNCCOC.COCCNCCOC

ORCA input file:
```
! wB97M-V def2-TZVPD RIJCOSX def2/J DEFGRID3
* xyz 0 1
C -4.11742 2.97016 5.80238
C -4.23866 1.82100 4.74317
C -3.04460 0.89847 5.17969
C -3.20896 -0.47070 4.51863
C -4.50114 -1.18899 4.92949
C -5.69363 -0.24264 4.43733
N -5.57547 1.15837 4.91101
O -6.63037 1.98461 4.58816
C -5.87004 -0.50351 2.95158
C -6.91334 -0.75621 5.24756
C -3.96354 2.40936 3.38018
H -3.18945 3.51294 5.62244
H -4.09627 2.74792 6.86928
H -4.91949 3.68482 5.61787
H -2.08821 1.28455 4.82706
H -2.95142 0.65858 6.23888
H -2.44536 -1.21716 4.73732
H -3.08149 -0.27444 3.45405
H -4.48544 -1.51049 5.97089
H -4.50082 -2.15694 4.42830
H -5.08423 -0.02737 2.36516
H -5.90691 -1.58043 2.78729
H -6.82095 -0.11270 2.58944
H -7.79224 -0.11659 5.16691
H -7.30407 -1.73658 4.97497
H -6.75839 -0.79684 6.32572
H -4.00993 1.68156 2.57007
H -3.00172 2.91551 3.46267
H -4.71328 3.13018 3.05401
H -7.11984 1.95205 5.41337
C 3.89357 1.34796 -1.08568
C 4.68216 0.23730 -0.27522
C 5.76751 0.91656 0.59508
C 6.35947 -0.04808 1.69391
C 5.18844 -0.52979 2.53803
C 4.08723 -1.25414 1.72938
N 3.67858 -0.43963 0.59208
O 2.62201 -1.02069 -0.11145
C 4.58699 -2.73969 1.49070
C 2.83355 -1.23275 2.70447
C 5.36573 -0.67825 -1.32564
H 3.37344 1.96437 -0.35247
H 3.05545 0.86318 -1.58633
H 4.59266 1.89840 -1.71528
H 6.55199 1.22776 -0.09472
H 5.44927 1.79271 1.16005
H 7.09585 0.28236 2.42648
H 6.87650 -0.92703 1.30892
H 4.71530 0.32967 3.01295
H 5.54686 -1.19682 3.32206
H 4.62809 -3.23101 2.46282
H 3.83923 -3.27370 0.90436
H 5.59594 -2.81354 1.08492
H 2.12351 -2.00340 2.40436
H 3.22451 -1.47830 3.69188
H 2.37611 -0.24447 2.75091
H 5.83649 -0.12719 -2.13977
H 4.71459 -1.43056 -1.77079
H 6.11556 -1.28520 -0.81822
H 1.85425 -0.54725 0.21717
C -7.23172 -1.98138 -2.26092
O -6.05196 -1.58118 -1.56538
C -5.52613 -0.31626 -1.89970
C -4.58693 0.24677 -0.82915
N -3.85089 1.39084 -1.35821
C -3.18240 2.19909 -0.28709
C -2.23440 3.29217 -0.68179
O -1.08376 2.62684 -1.13534
C -0.20228 3.44587 -1.90045
H -8.08786 -1.55171 -1.74081
H -7.51897 -3.02751 -2.15510
H -7.36511 -1.67979 -3.29984
H -6.30334 0.44489 -1.96825
H -4.95194 -0.34251 -2.82584
H -3.82847 -0.47879 -0.53520
H -5.11158 0.46293 0.10150
H -3.13298 1.02685 -1.96831
H -2.65239 1.55996 0.41910
H -3.95180 2.53989 0.40571
H -2.00659 3.88862 0.20165
H -2.68088 3.93033 -1.44435
H 0.26147 4.33448 -1.47219
H -0.75014 3.84500 -2.75406
H 0.67197 2.90749 -2.26642
C -0.52375 2.35963 -6.17947
O -0.11297 1.01974 -6.37080
C 0.44981 0.68076 -7.68456
C 1.27276 -0.64283 -7.44404
N 2.60505 -0.48453 -6.94728
C 2.77209 0.23200 -5.68828
C 4.24155 0.36698 -5.21894
O 5.05183 1.13963 -6.05598
C 6.37784 0.93593 -5.82365
H -1.11022 2.40900 -5.26202
H -1.01213 2.74779 -7.07330
H 0.34964 3.00332 -6.07482
H 1.14628 1.45851 -7.99782
H -0.35155 0.62947 -8.42162
H 1.35865 -1.18115 -8.38793
H 0.64442 -1.19804 -6.74760
H 3.23847 -0.08575 -7.62540
H 2.21210 -0.33607 -4.94544
H 2.29647 1.20968 -5.76605
H 4.64258 -0.62699 -5.02072
H 4.15355 0.95833 -4.30754
H 7.06561 1.53933 -6.41607
H 6.64059 -0.08956 -6.08334
H 6.71053 1.07825 -4.79546
C -1.47985 -0.86133 -3.39276
O -1.48220 -0.56597 -2.01321
C -0.38758 -1.21492 -1.38696
C -0.50542 -0.91438 0.14437
N 0.07816 0.42697 0.28930
C -0.02274 0.97449 1.61556
C 1.09604 2.04280 1.90992
O 1.18385 2.51182 3.28794
C 0.20929 3.45913 3.70699
H -0.65524 -0.30991 -3.84449
H -2.41918 -0.46813 -3.78153
H -1.26213 -1.89899 -3.64568
H 0.54596 -0.82669 -1.79425
H -0.25301 -2.29659 -1.38450
H 0.16568 -1.63057 0.61850
H -1.56339 -0.91095 0.40662
H -0.29134 1.13227 -0.33209
H 0.15288 0.25345 2.41391
H -1.03047 1.29982 1.87394
H 1.13450 2.75920 1.08931
H 2.08199 1.61690 1.72383
H 0.09979 4.21212 2.92653
H 0.39007 4.06857 4.59242
H -0.75073 2.96470 3.85535
C 0.05708 -4.00604 -4.81807
O 0.45271 -4.45580 -3.48107
C 1.86240 -4.46190 -3.41016
C 2.25979 -5.13115 -2.06260
N 1.73152 -6.52698 -2.11616
C 2.14751 -7.12130 -0.84160
C 2.15161 -8.63318 -0.89353
O 2.75320 -9.07326 0.33028
C 2.59411 -10.55302 0.49229
H -1.03288 -4.01364 -4.81522
H 0.45884 -4.66122 -5.59100
H 0.36715 -3.00549 -5.11948
H 2.29248 -3.46062 -3.43342
H 2.47481 -4.96393 -4.15917
H 1.91964 -4.54037 -1.21209
H 3.34543 -5.21414 -2.01154
H 0.73602 -6.40520 -2.23545
H 1.41040 -6.86368 -0.08108
H 3.12756 -6.78358 -0.50460
H 2.74780 -9.01499 -1.72230
H 1.13392 -9.02323 -0.87677
H 1.61515 -11.03008 0.53876
H 3.01208 -10.84595 1.45541
H 3.07588 -11.14777 -0.28376
C -1.32231 7.33343 -1.66651
O -0.52321 7.22804 -0.45030
C -1.23790 7.36190 0.77951
C -0.21913 7.55896 1.89512
N 0.84445 6.59191 1.78394
C 1.95278 6.87247 2.66126
C 3.21376 6.02810 2.37573
O 3.68533 6.51180 1.05746
C 4.68521 5.68492 0.63378
H -0.80628 7.65309 -2.57184
H -2.26022 7.86961 -1.52183
H -1.54033 6.30654 -1.95987
H -1.80762 6.46927 1.03789
H -1.81234 8.28560 0.70962
H -0.75457 7.40375 2.83177
H 0.14093 8.58476 1.81643
H 1.17280 6.43767 0.84134
H 1.65917 6.75492 3.70437
H 2.15423 7.94369 2.66108
H 2.83058 5.00910 2.32188
H 3.90533 6.12002 3.21322
H 5.48180 5.73994 1.37574
H 5.08681 6.06930 -0.30381
H 4.38101 4.64529 0.51246
C 0.28222 -4.59708 2.01443
C -0.90709 -4.06038 2.91344
C -2.21123 -4.03917 2.23149
O -2.28468 -3.08813 1.12741
C -3.63310 -2.91330 0.65674
N -0.99946 -4.54684 4.25962
H 1.18278 -4.63682 2.62721
H 0.43136 -3.83903 1.24553
H 0.08382 -5.51085 1.45429
H -0.63183 -3.02789 3.12864
H -2.98693 -3.69706 2.91657
H -2.51157 -5.04968 1.95444
H -3.55468 -2.49547 -0.34695
H -4.18273 -2.34869 1.40988
H -4.02028 -3.93206 0.63911
H -0.25683 -4.16884 4.83034
H -1.80344 -4.18371 4.75140
*
```

# 2
Computed, not measured: a structure of composition C12H28BeF6O8 in a non-equilibrium geometry, with ωB97M-V/def2-TZVPD.

Max |F| in eV/Å: 4.58
HOMO energy in eV: -8.94
Calculated total energy in Ha: -1689.57045
Kohn-Sham gap in eV: 1.81
Lowest unoccupied orbital energy in eV: -7.1284

ORCA input file:
```
! wB97M-V def2-TZVPD RIJCOSX def2/J DEFGRID3
* xyz 0 1
Be 0.29722 -0.76789 -0.62239
C -0.61403 -2.29301 0.92282
O 0.49155 -1.73702 1.69568
O -0.50584 -2.14769 -0.34717
C -0.53786 -3.78324 1.38299
F 0.64298 -4.31191 0.98870
F -0.47051 -3.88933 2.64967
F -1.53280 -4.62371 0.97565
C 0.11056 -0.87905 2.83741
C 1.40729 -0.48025 3.43089
H 2.06989 -0.23920 2.62398
H 1.34362 0.32325 4.25936
H 1.75677 -1.37521 4.00630
H -0.52791 -1.31954 3.61132
H -0.41731 0.05574 2.56138
H -1.54205 -1.86453 1.34236
C -1.98051 0.59126 -0.75330
O -2.21263 0.63445 -2.02964
O -0.66775 0.39366 -0.44801
C -2.24933 1.97969 -0.12981
F -2.07377 1.77835 1.17313
F -1.55944 2.99002 -0.62914
F -3.46941 2.29524 -0.33188
C -3.47814 0.10380 -2.42463
C -3.24800 -1.36192 -2.93690
H -4.19480 -1.89160 -3.07568
H -2.57463 -1.62727 -3.75982
H -2.78576 -1.90767 -2.11142
H -3.86095 0.76880 -3.20562
H -4.15385 0.10905 -1.53987
H -2.60709 -0.04692 -0.22000
C 0.57997 1.41052 -3.41112
O 1.10641 0.07994 -3.41814
H 1.34077 2.16999 -3.52157
H -0.10884 1.38836 -4.26452
H -0.01477 1.71566 -2.59046
H 1.38266 -0.18072 -2.50295
C -0.70097 3.51342 2.56406
O -0.90202 4.94299 2.35236
H -0.58277 2.96045 1.68948
H 0.21024 3.62459 3.12449
H -1.45302 2.98183 3.16225
H -1.25640 5.02467 1.44500
C 2.77859 -1.48855 -0.78975
O 1.78256 -0.56819 -0.74308
H 2.36882 -2.59851 -0.85897
H 3.48661 -1.20004 -1.59574
H 3.31091 -1.40850 0.22900
H 2.96188 -5.44335 -5.85110
C 3.95860 1.27576 1.16294
O 3.49737 2.02259 0.00138
H 3.45019 0.28408 1.22322
H 5.03625 0.98686 0.90933
H 3.96017 1.73803 2.16309
H 2.95131 1.29181 -0.37557
*
```

# 3
Computed, not measured: a structure of composition C2HClN2O in a non-equilibrium geometry, with ωB97M-V/def2-TZVPD.

Max |F| in eV/Å: 5.08
HOMO energy (spin up / spin down) in eV: -11.08 / -11.08
Calculated total energy in Ha: -721.51485
Kohn-Sham gap (spin up / spin down) in eV: 5.36 / 5.36
Lowest unoccupied orbital energy (spin up / spin down) in eV: -5.7231 / -5.7226

ORCA input file:
```
! wB97M-V def2-TZVPD RIJCOSX def2/J DEFGRID3
* xyz 0 1
C -2.46390 -1.16511 -0.22528
C 0.48898 -1.58783 -0.03913
N -3.55544 -1.46524 -0.28806
N 0.08036 -0.45506 0.15718
O 0.54831 -2.73381 -0.05984
Cl 2.60683 -0.63938 -0.25694
H 0.32075 0.43636 -0.22495
*
```

# 4
Computed, not measured: a structure of composition C9H20N2O2S in a non-equilibrium geometry, with ωB97M-V/def2-TZVPD.

Max |F| in eV/Å: 4.74
HOMO energy in eV: -9.95
Calculated total energy in Ha: -1012.99999
Kohn-Sham gap in eV: 10.55
Lowest unoccupied orbital energy in eV: 0.6062

ORCA input file:
```
! wB97M-V def2-TZVPD RIJCOSX def2/J DEFGRID3
* xyz 0 1
C 0.85015 -0.26101 1.24029
C 0.06255 -0.06714 -0.00907
C 0.46542 -2.61409 -0.87636
C -1.44161 -2.02027 0.82996
C -0.01485 2.37168 0.47313
C -2.03813 1.24229 0.45682
C -1.00275 1.58176 -1.68090
C -0.56508 -1.46405 -0.47165
C -0.71103 1.23386 -0.21227
N 2.14055 -0.87514 1.00132
N 1.53319 0.26719 -1.02651
O 3.87386 -0.43989 -0.70071
O 3.10006 1.47475 0.59080
S 2.80976 0.23891 -0.05459
H 0.97222 0.78899 1.67177
H 0.18995 -0.89677 1.89971
H 0.14899 -3.58291 -0.64760
H 1.48092 -2.46713 -0.45242
H 0.50713 -2.52397 -1.94173
H -0.78962 -2.39824 1.60957
H -2.18667 -2.76147 0.56822
H -1.99249 -1.23580 1.29687
H 0.96920 2.46337 0.08600
H -0.12002 2.26650 1.58369
H -0.64087 3.23497 0.26150
H -2.84840 0.78740 -0.14745
H -2.08021 0.84906 1.43391
H -2.30015 2.28388 0.42839
H -1.45221 0.81779 -2.36252
H 0.02982 1.88150 -2.06092
H -1.73944 2.44347 -1.72987
H -1.40178 -1.21350 -1.12604
H 2.61691 -1.00916 1.85246
H 1.57463 -0.39687 -1.78379
*
```

# 5
Computed, not measured: a structure of composition C32H33CsN7S in a non-equilibrium geometry, with ωB97M-V/def2-TZVPD.

Max |F| in eV/Å: 2.66
HOMO energy in eV: -3.14
Calculated total energy in Ha: -2040.77882
Kohn-Sham gap in eV: 4.76
Lowest unoccupied orbital energy in eV: 1.6228

ORCA input file:
```
! wB97M-V def2-TZVPD RIJCOSX def2/J DEFGRID3
* xyz -1 1
Cs 1.26137 0.54439 -0.50642
C -2.07422 -2.06210 0.42434
C -1.91494 -2.51799 -1.03457
C -0.73456 -1.92993 -1.82818
N 0.48514 -1.94210 -1.05254
C 1.34909 -2.89933 -1.10328
C 1.35063 -3.99855 -2.04363
C 1.81919 -5.28233 -1.87345
C 2.42185 -5.89317 -0.77050
C 2.79805 -5.23194 0.40091
C 2.83362 -3.89074 0.71606
C 2.49777 -2.75176 -0.10815
N 2.99601 -1.56340 -0.00328
C 4.01413 -1.32140 1.00550
C 3.44706 -0.94496 2.39258
C 3.04282 0.53331 2.59332
N 1.71427 0.86374 2.08932
C 0.70983 0.78268 2.89782
C 0.77052 0.30833 4.26929
C 0.04282 0.73117 5.35527
C -0.99523 1.66696 5.45078
C -1.66312 2.22179 4.36194
C -1.55957 1.96528 3.00841
C -0.66745 1.07573 2.30787
N -0.87207 0.53148 1.15324
C -2.14923 0.55080 0.47775
C -2.88448 -0.78372 0.68190
H -1.08515 -1.95042 0.87188
H -2.55956 -2.87461 0.97184
H -2.83672 -2.31096 -1.59442
H -1.78729 -3.60446 -1.04003
H -0.95238 -0.87895 -2.08144
H -0.67192 -2.46547 -2.78396
H 0.81920 -3.80904 -2.97005
H 1.63831 -5.94018 -2.72178
H 2.59243 -6.96122 -0.82033
H 3.17180 -5.87921 1.19203
H 3.23252 -3.65105 1.69380
H 4.63220 -0.48300 0.66179
H 4.68704 -2.18177 1.11170
H 4.20438 -1.19054 3.14527
H 2.57577 -1.57457 2.59664
H 3.76968 1.15647 2.05812
H 3.13357 0.78255 3.65657
H 1.54724 -0.41956 4.47101
H 0.35122 0.28580 6.29930
H -1.33506 1.94159 6.44147
H -2.44622 2.93320 4.61766
H -2.30328 2.44788 2.38390
H -1.95732 0.69140 -0.59813
H -2.81947 1.36418 0.77907
H -3.78674 -0.78063 0.05574
H -3.22623 -0.80278 1.72126
N -1.68072 3.57027 -3.74125
C -2.06453 4.26234 -2.60246
C -2.99214 5.27606 -2.37126
C -3.12948 5.69668 -1.06204
C -2.37808 5.12823 -0.01640
C -1.46038 4.12622 -0.25630
C -1.30343 3.70282 -1.57613
N -0.47983 2.70251 -2.07562
C -0.74067 2.65108 -3.34416
C -0.14421 1.66521 -4.27171
C -0.43010 1.50894 -5.58869
S 0.45860 0.20276 -6.22372
C 1.14190 -0.06771 -4.67261
N 0.75774 0.76018 -3.75675
H -2.04866 3.68959 -4.66604
H -3.58605 5.70836 -3.16659
H -3.84301 6.47827 -0.83228
H -2.53243 5.47578 0.99681
H -0.89648 3.66207 0.54526
H -1.10723 2.07610 -6.20781
H 1.83187 -0.88270 -4.49139
*
```

# 6
Computed, not measured: the ion C3H7NOP with charge +1 in a non-equilibrium geometry, with ωB97M-V/def2-TZVPD.

Max |F| in eV/Å: 11.88
HOMO energy in eV: -15.81
Calculated total energy in Ha: -589.40225
Kohn-Sham gap in eV: 9.77
Lowest unoccupied orbital energy in eV: -6.0455

ORCA input file:
```
! wB97M-V def2-TZVPD RIJCOSX def2/J DEFGRID3
* xyz 1 1
C 2.07996 -0.04326 0.40498
C 0.62762 0.56702 -0.11737
P -0.73159 -0.75684 -0.35687
O -1.97230 -0.73387 0.90471
C -3.08855 0.16055 0.45515
N -3.67272 1.25826 0.02227
H 2.42014 -0.86970 -0.37008
H 1.99613 -0.49221 1.50707
H 2.83590 0.86525 0.36706
H 0.83832 1.02403 -1.19966
H 0.28160 1.47206 0.54848
H -0.16822 -2.06827 -0.58054
H -1.44629 -0.38298 -1.58520
*
```